Below is 7 unconnected molecules or ions with the total composition C18H48N3O8, with properties calculated with ωB97M-V/def2-TZVPD.

Bonds (Å) are listed after each position.
Atoms and positions in Å:
1 C 1.68943 -2.81189 -2.79503  C2 1.550, H18 1.107, H19 1.104, H20 1.111
2 C 2.19187 -2.63286 -1.34017  C1 1.550, C3 1.561, H21 1.107, H22 1.110
3 C 1.50203 -1.48531 -0.53763  C2 1.561, C4 1.549, H23 1.112, H24 1.104
4 C -0.01917 -1.33626 -0.79109  C3 1.549, N5 1.494, H25 1.101, H26 1.102
5 N -0.41137 0.04456 -0.37548  C4 1.494, C6 1.397, C17 1.326
6 C -1.34389 0.44224 0.58543  N5 1.397, C7 1.372, H27 1.092
7 C -1.38547 1.81372 0.58128  C6 1.372, N8 1.401, H28 1.111
8 N -0.46755 2.27924 -0.36856  C7 1.401, O9 1.349, C17 1.331
9 O -0.24423 3.57338 -0.67632  N8 1.349, C10 1.447
10 C 1.13758 3.83190 -1.01951  O9 1.447, C11 1.567, H29 1.112, H30 1.107
11 C 1.45461 3.61948 -2.53915  C10 1.567, N12 1.481, H31 1.109, H32 1.111
12 N 1.15720 4.80802 -3.37104  C11 1.481, C13 1.478, H33 1.018
13 C 0.08958 4.50016 -4.34605  N12 1.478, C14 1.547, H34 1.104, H35 1.109
14 C 0.49924 3.54983 -5.49626  C13 1.547, C15 1.580, O16 1.447, H36 1.109
15 C -0.33377 3.96541 -6.77248  C14 1.580, H37 1.102, H38 1.109, H39 1.102
16 O 0.14146 2.17537 -5.21881  C14 1.447, H40 0.966
17 C 0.06044 1.17278 -0.88740  N5 1.326, N8 1.331, H41 1.095
18 H 2.32614 -3.56706 -3.29384  C1 1.107
19 H 1.73352 -1.89726 -3.41256  C1 1.104
20 H 0.66309 -3.23566 -2.81535  C1 1.111
21 H 2.18028 -3.58799 -0.78086  C2 1.107
22 H 3.26681 -2.36257 -1.40763  C2 1.110
23 H 1.61341 -1.74548 0.53740  C3 1.112
24 H 2.07859 -0.55367 -0.67519  C3 1.104
25 H -0.65008 -2.00785 -0.18822  C4 1.101
26 H -0.32016 -1.41766 -1.84802  C4 1.102
27 H -1.91483 -0.25285 1.20526  C6 1.092
28 H -2.02863 2.47883 1.19723  C7 1.111
29 H 1.82540 3.23560 -0.38116  C10 1.112
30 H 1.32633 4.88898 -0.75110  C10 1.107
31 H 2.50737 3.29141 -2.65361  C11 1.109
32 H 0.75066 2.82816 -2.87507  C11 1.111
33 H 2.00692 5.00082 -3.89795  N12 1.018
34 H -0.79065 4.16058 -3.77189  C13 1.104
35 H -0.19315 5.46632 -4.81194  C13 1.109
36 H 1.58952 3.55133 -5.70070  C14 1.109
37 H 0.27014 4.53901 -7.49468  C15 1.102
38 H -0.65628 3.03633 -7.28538  C15 1.109
39 H -1.25835 4.47073 -6.45018  C15 1.102
40 H 0.37684 1.63638 -5.98542  O16 0.966
41 H 0.80565 1.10741 -1.68755  C17 1.095
42 C -4.66213 1.56234 3.35701  O43 1.428, H44 1.088, H45 1.091, H46 1.092
43 O -3.54404 2.29337 2.85202  C42 1.428, H47 0.962
44 H -4.55699 0.52089 3.06103  C42 1.088
45 H -4.68059 1.62914 4.44567  C42 1.091
46 H -5.58948 1.96361 2.94304  C42 1.092
47 H -3.65590 3.20956 3.12487  O43 0.962
48 C 3.25617 -6.65876 -0.35474  O49 1.426, H50 1.088, H51 1.092, H52 1.093
49 O 3.87674 -5.49592 0.18825  C48 1.426, H53 0.962
50 H 2.86079 -6.41110 -1.33782  C48 1.088
51 H 3.98787 -7.46325 -0.45457  C48 1.092
52 H 2.43660 -6.98433 0.29091  C48 1.093
53 H 4.21951 -5.73395 1.05496  O49 0.962
54 C 4.94898 4.18019 -0.82310  O55 1.427, H56 1.088, H57 1.094, H58 1.091
55 O 4.82659 2.80101 -1.16810  C54 1.427, H59 0.962
56 H 4.73178 4.78156 -1.70342  C54 1.088
57 H 4.23409 4.42475 -0.03226  C54 1.094
58 H 5.96485 4.38808 -0.48271  C54 1.091
59 H 5.02181 2.28893 -0.37736  O55 0.962
60 C -1.95739 -0.60067 4.79831  O61 1.427, H62 1.088, H63 1.093, H64 1.088
61 O -2.99253 -0.36478 5.75147  C60 1.427, H65 0.963
62 H -2.27790 -0.21339 3.83322  C60 1.088
63 H -1.04473 -0.08677 5.10975  C60 1.093
64 H -1.77298 -1.66998 4.71514  C60 1.088
65 H -2.68632 -0.71417 6.59556  O61 0.963
66 C -0.85306 -4.56567 3.03802  O67 1.424, H68 1.089, H69 1.092, H70 1.093
67 O -1.60738 -3.36302 3.14685  C66 1.424, H71 0.968
68 H 0.04604 -4.35942 2.45932  C66 1.089
69 H -0.56726 -4.92023 4.03103  C66 1.092
70 H -1.44014 -5.33338 2.52791  C66 1.093
71 H -2.39972 -3.56480 3.66446  O67 0.968
72 C -4.76737 -3.98867 6.11460  O73 1.426, H74 1.088, H75 1.092, H76 1.092
73 O -3.65853 -3.24364 5.61437  C72 1.426, H77 0.968
74 H -4.65226 -5.02689 5.81110  C72 1.088
75 H -4.79384 -3.93442 7.20499  C72 1.092
76 H -5.69955 -3.59514 5.70308  C72 1.092
77 H -3.77828 -2.32466 5.89382  O73 0.968

Properties
Kohn-Sham gap = 9.558 eV
E = -1480.39637 Ha
HOMO energy = -11.51 eV
LUMO energy = -1.9527 eV
Total charge = +1